1.
C3H5ClN2 in the gas phase at a distorted geometry, computed with wB97M-V/def2-TZVPD.

Values from the calculation:
LUMO energy = 0.7 eV
Spin multiplicity = 1
Structure (SMILES) = [H]/N=C(\N)C(=C)Cl
Orbital gap = 9.6 eV

Last column: Löwdin charge in e.
CARTESIAN COORDINATES (ANGSTROEM)
C 0.35792 -0.22694 -0.33469  -0.522
C -0.72107 0.56699 0.44405  -0.815
C -1.57960 -0.21153 1.10469  -0.005
H 2.17777 -0.03131 -1.14669  0.019
H 1.57472 1.53029 -1.04987  0.165
H 0.97819 -1.47593 -1.16020  0.094
H -2.21261 0.06125 1.88187  0.043
H -1.40008 -1.29951 1.00636  0.072
N 1.42701 0.43484 -0.87513  0.092
N 0.08867 -1.51233 -0.47135  0.083
Cl -0.69091 2.16418 0.60095  0.773


2.
C3H5ClN2 in the gas phase at a distorted geometry, computed with wB97M-V/def2-TZVPD.

Values from the calculation:
LUMO energy = 0.7 eV
Spin multiplicity = 1
Structure (SMILES) = [H]/N=C(N)\C=C/Cl
Orbital gap = 10.0 eV

Last column: Löwdin charge in e.
CARTESIAN COORDINATES (ANGSTROEM)
C -0.84562 -0.24979 -0.09816  -0.526
C 0.11145 0.87215 0.12208  -0.117
C 1.45438 0.83821 0.07712  -0.542
H 0.60715 -1.60075 0.23917  -0.015
H -0.92279 -2.33737 -0.02689  0.103
H -2.21547 1.01654 -0.65227  0.082
H -0.26886 1.82343 0.51119  0.113
H 2.07498 1.71408 0.25821  0.062
N -0.40068 -1.52137 0.29812  0.093
N -2.05231 -0.04261 -0.45401  0.087
Cl 2.45776 -0.51252 -0.27456  0.661


3.
2 unconnected molecules or ions with the total composition C3H5ClN2O2 at a distorted geometry, computed with wB97M-V/def2-TZVPD.

Values from the calculation:
LUMO energy (spin up / spin down) = -1.1 / -1.9 eV
Spin multiplicity = 1
Orbital gap (spin up / spin down) = 9.1 / 6.8 eV

Last column: Löwdin charge in e.
CARTESIAN COORDINATES (ANGSTROEM)
C 0.94067 -0.30541 -0.13293  -0.594
C 2.28932 0.03162 0.21045  -0.082
C 0.21379 0.76364 -0.77708  -0.538
N 0.44336 -1.41266 0.20776  0.138
N -3.36003 -0.09822 0.27643  -0.314
O -3.51534 0.70363 1.14580  0.072
O -3.72749 -1.22733 0.20754  0.088
Cl -1.36629 0.78768 -1.19643  0.809
H 3.14347 -0.68679 -0.02962  0.112
H 2.28532 0.13662 1.30373  0.090
H 2.50780 1.08089 -0.23386  0.099
H 0.69628 1.75019 -0.81866  0.065
H -0.55085 -1.52385 -0.16313  0.056


4.
C3H5ClN2S in the gas phase at a distorted geometry, computed with wB97M-V/def2-TZVPD.

Values from the calculation:
LUMO energy = -0.4 eV
Spin multiplicity = 1
Structure (SMILES) = NN(C=S)/C=C/Cl
Orbital gap = 8.1 eV

Last column: Löwdin charge in e.
CARTESIAN COORDINATES (ANGSTROEM)
C -1.30799 -0.86823 -0.07637  -0.586
C 0.93322 0.28971 -0.12959  -0.191
C 1.79176 -0.72574 0.13792  -0.524
H -0.94135 1.64103 1.02062  0.162
H -1.89556 1.36361 -0.41706  0.019
H -0.74330 -1.77362 -0.42290  0.082
H 1.46531 1.21044 -0.39744  0.109
H 1.59940 -1.72921 0.67251  0.095
N -0.95126 1.52877 -0.07559  0.044
N -0.47270 0.26633 -0.08131  -0.321
S -3.00062 -0.78103 -0.09607  0.567
Cl 3.52310 -0.42206 -0.13471  0.545


5.
C3H5ClN4 in the gas phase at a distorted geometry, computed with wB97M-V/def2-TZVPD.

Values from the calculation:
LUMO energy (spin up / spin down) = -0.7 / -0.1 eV
Spin multiplicity = 1
Orbital gap (spin up / spin down) = 6.9 / 7.7 eV

Last column: Löwdin charge in e.
CARTESIAN COORDINATES (ANGSTROEM)
C 0.04124 -0.54767 -1.25823  -0.105
C -0.08430 -1.01579 0.06573  -0.162
C 0.58034 0.71996 -1.63328  -0.183
N -0.48279 1.66160 -1.14019  -0.022
N -0.82766 1.84379 -0.06209  0.189
N 0.14887 -0.13385 1.00677  -0.130
N -0.14653 -0.09642 2.26745  -0.330
Cl -0.84236 -1.70655 3.04406  0.347
H -0.54735 -1.11893 -1.88216  0.071
H -0.48244 -1.90469 0.46154  0.058
H 1.39101 1.20991 -1.23211  0.099
H 0.64846 0.97675 -2.61047  0.078
H 0.60351 0.11188 2.97299  0.088


6.
2 unconnected molecules or ions with the total composition C3H5ClN4O2 at a distorted geometry, computed with wB97M-V/def2-TZVPD.

Values from the calculation:
LUMO energy (spin up / spin down) = -0.6 / -0.8 eV
Spin multiplicity = 1
Orbital gap (spin up / spin down) = 8.8 / 6.0 eV

Last column: Löwdin charge in e.
CARTESIAN COORDINATES (ANGSTROEM)
C -0.53889 -1.98736 -0.46934  -0.156
C -0.44556 0.12520 0.00763  -0.263
C 1.91740 0.45726 -0.30750  -0.034
N 0.70612 -1.64629 -0.54245  0.124
N -1.33390 -0.91349 -0.08513  -0.382
N 0.79066 -0.33995 -0.23009  -0.126
N -0.80782 1.54079 0.11527  -0.459
O 0.11189 2.28916 0.14001  0.030
O -1.96171 1.85464 0.07872  -0.012
Cl -2.93168 -0.89108 0.61854  0.713
H -0.95499 -3.04803 -0.52429  0.155
H -1.25222 0.69221 2.16089  0.096
H 1.71375 1.32096 -0.88475  0.076
H 2.21832 0.70271 0.70911  0.105
H 2.76862 -0.15672 -0.78660  0.134


7.
3 unconnected molecules or ions with the total composition C3H5ClNO at a distorted geometry, computed with wB97M-V/def2-TZVPD.

Values from the calculation:
LUMO energy (spin up / spin down) = 2.1 / 2.8 eV
Spin multiplicity = 1
Orbital gap (spin up / spin down) = 6.3 / 7.3 eV
Net charge = -1

Last column: Löwdin charge in e.
CARTESIAN COORDINATES (ANGSTROEM)
C 1.87961 -0.23933 0.57220  -0.095
C 1.09706 0.62438 0.01314  0.096
C -3.21369 -0.09558 -0.33698  -0.126
N -1.95789 -0.13969 -0.06349  -0.207
O -1.08814 0.76553 0.23260  -0.166
Cl 4.86606 -0.45858 -0.28891  -0.573
H 2.87300 -0.22346 0.18342  -0.168
H 1.61518 -1.02365 1.29866  0.079
H -3.94162 0.81873 -0.32033  0.070
H 1.50953 1.11811 -0.77868  0.034
H -3.63910 -1.14645 -0.51165  0.057


8.
A gas-phase ion, C3H5ClNO2 (charge +1) at a distorted geometry, computed with wB97M-V/def2-TZVPD.

Values from the calculation:
LUMO energy = -4.5 eV
Spin multiplicity = 1
Structure (SMILES) = [NH3+]/C(=C\O)C(=O)Cl
Orbital gap = 10.4 eV
Net charge = +1

Last column: Löwdin charge in e.
CARTESIAN COORDINATES (ANGSTROEM)
C -0.82203 -0.97792 0.06498  -0.101
C 0.21571 -0.10796 -0.18964  -0.258
C 1.57429 -0.54143 -0.25192  -0.670
N -0.12716 1.28821 -0.22206  0.212
O 2.03961 -1.60065 -0.41431  0.148
O -1.91767 -0.44656 0.41196  0.108
Cl 2.63306 0.83673 0.43748  0.671
H -0.62335 -2.09768 0.04295  0.195
H -0.64630 1.46712 -1.13710  0.226
H 0.80369 1.71687 -0.21109  0.073
H -0.64598 1.63805 0.54820  0.162
H -2.48387 -1.17476 0.92056  0.236


9.
C3H5ClO in the gas phase at a distorted geometry, computed with wB97M-V/def2-TZVPD.

Values from the calculation:
LUMO energy = 0.9 eV
Spin multiplicity = 1
Structure (SMILES) = CO/C=C\Cl
Orbital gap = 9.9 eV

Last column: Löwdin charge in e.
CARTESIAN COORDINATES (ANGSTROEM)
C 1.47030 -0.90825 -0.28002  -0.153
C -0.17777 -0.33209 1.29536  -0.221
C -0.91229 0.45596 0.54635  -0.538
H 2.35800 -1.58638 -0.25262  0.104
H 0.76025 -1.30107 -0.99826  0.067
H 1.79114 0.13816 -0.47374  0.090
H -0.47229 -0.47061 2.33933  0.129
H -1.67999 1.07114 0.96110  0.047
O 0.99071 -1.01143 1.02863  -0.139
Cl -0.76260 0.87920 -1.12794  0.614


10.
C3H5ClO in the gas phase at a distorted geometry, computed with wB97M-V/def2-TZVPD.

Values from the calculation:
LUMO energy (spin up / spin down) = 0.7 / 0.4 eV
Spin multiplicity = 1
Orbital gap (spin up / spin down) = 8.8 / 7.5 eV

Last column: Löwdin charge in e.
CARTESIAN COORDINATES (ANGSTROEM)
C 0.01240 -1.42713 -0.12363  0.046
C -0.60219 -0.27279 0.66249  -0.289
C -0.00683 0.89106 -0.04142  -0.769
O 1.28946 1.16869 0.27076  0.022
Cl -0.67038 1.51672 -1.47358  0.723
H 0.95306 -1.84477 -0.02244  0.028
H -0.32336 -1.30087 -1.09069  0.006
H -1.66956 -0.07876 0.44230  0.100
H -0.59950 -0.35732 1.74418  0.105
H 1.61690 1.70516 -0.36797  0.027


11.
2 unconnected molecules or ions with the total composition C3H5ClO2S at a distorted geometry, computed with wB97M-V/def2-TZVPD.

Values from the calculation:
LUMO energy = -1.0 eV
Spin multiplicity = 1
Orbital gap = 8.2 eV

Last column: Löwdin charge in e.
CARTESIAN COORDINATES (ANGSTROEM)
C -0.04701 -0.17684 -0.47931  -0.154
C -0.79347 -1.44824 -0.24394  -0.146
C -0.60021 1.10111 -0.16262  -0.604
O 2.54156 1.63220 -0.19386  -0.460
O 2.20579 -0.38979 1.18140  -0.446
S 2.49144 0.17840 -0.06916  0.801
Cl -2.26428 1.17933 0.60342  0.507
H -1.94543 -1.42338 -0.21398  0.075
H -0.60155 -1.56929 0.93019  0.153
H -0.45909 -2.39702 -0.81706  0.098
H 0.13045 1.63697 0.51088  0.097
H -0.65820 1.67655 -1.04597  0.079


12.
C3H5ClOS2 in the gas phase at a distorted geometry, computed with wB97M-V/def2-TZVPD.

Values from the calculation:
LUMO energy = -0.5 eV
Spin multiplicity = 1
Structure (SMILES) = OC[C@@H](Cl)C(=S)S
Orbital gap = 8.5 eV

Last column: Löwdin charge in e.
CARTESIAN COORDINATES (ANGSTROEM)
C 0.10651 1.32995 1.42980  -0.287
C -0.55038 0.83334 0.16611  -0.754
C -0.44397 -0.70122 0.03106  -1.193
H 2.10367 1.60020 1.24839  0.097
H -0.28088 0.78691 2.24660  0.110
H -0.00961 2.45299 1.45880  0.141
H -1.62376 1.10249 0.23544  0.101
H 1.85285 -0.49610 -0.44049  -0.141
O 1.46175 0.89234 1.37406  -0.119
S 0.99728 -1.49324 -0.68612  0.736
S -1.66959 -1.66976 0.40188  0.686
Cl 0.13810 1.72061 -1.23266  0.624


13.
C3H5ClP2 in the gas phase at a distorted geometry, computed with wB97M-V/def2-TZVPD.

Values from the calculation:
LUMO energy = -0.2 eV
Spin multiplicity = 1
Structure (SMILES) = C=CP(Cl)#P=C
Orbital gap = 8.3 eV

Last column: Löwdin charge in e.
CARTESIAN COORDINATES (ANGSTROEM)
C 1.51068 -0.36391 -0.80726  -0.104
C -2.10369 -0.54436 -0.46906  -0.482
C 1.43382 0.20346 0.34663  -0.470
P -1.84845 0.22850 0.97869  0.621
P 0.07441 1.49428 0.59925  0.257
Cl 0.45126 1.88383 2.52539  0.103
H 2.33797 -0.97945 -1.05252  0.047
H 0.64756 -0.17553 -1.51374  0.058
H -2.84010 -1.39715 -0.52976  0.004
H -1.54616 -0.36545 -1.35910  -0.050
H 1.88270 0.01579 1.28148  0.014


14.
C3H5ClS in the gas phase at a distorted geometry, computed with wB97M-V/def2-TZVPD.

Values from the calculation:
LUMO energy = 0.9 eV
Spin multiplicity = 1
Structure (SMILES) = SC1(Cl)CC1
Orbital gap = 10.0 eV

Last column: Löwdin charge in e.
CARTESIAN COORDINATES (ANGSTROEM)
C 0.62089 -0.30828 -0.92883  -0.170
C 0.74508 -0.29244 0.50839  -0.284
C -0.58484 -0.05751 0.00133  -1.207
S -1.02398 1.77087 0.09218  0.724
Cl -1.91068 -1.07237 0.02801  0.692
H 0.98042 0.57697 -1.47625  0.111
H 0.55570 -1.31021 -1.29853  0.095
H 1.10514 -1.19616 1.10123  0.137
H 1.34973 0.47726 0.94857  0.090
H -1.83745 1.41187 1.02391  -0.188


15.
A molecular structure, C3H5DyO2 at a distorted geometry, computed with wB97M-V/def2-TZVPD.

Values from the calculation:
LUMO energy (spin up / spin down) = -7.1 / -5.0 eV
Spin multiplicity = 7
Orbital gap (spin up / spin down) = 4.5 / 8.0 eV
Net charge = +1

Last column: Löwdin charge in e.
CARTESIAN COORDINATES (ANGSTROEM)
H -1.61626 -1.53111 -2.47686  -0.064
O 0.58136 0.99912 0.63073  -0.160
C 0.53113 -0.25505 0.36266  -0.322
O 0.67047 -1.02725 1.42399  -0.060
C 0.53179 -0.58234 2.70696  0.083
H 0.65622 -1.36202 3.45167  0.090
H 0.57617 0.48383 2.91036  0.086
C 0.24044 1.83522 -0.56918  -0.303
H -0.54389 2.51499 -0.20379  0.036
H 1.13997 2.44628 -0.73632  0.038
Dy -0.34746 0.01002 -2.18582  1.576


16.
A molecular structure, C3H5F7O2STa at a distorted geometry, computed with wB97M-V/def2-TZVPD.

Values from the calculation:
LUMO energy = 1.8 eV
Spin multiplicity = 1
Orbital gap = 7.7 eV
Net charge = -1

Last column: Löwdin charge in e.
CARTESIAN COORDINATES (ANGSTROEM)
O 0.00498 -0.78895 1.93655  -0.427
S 0.51713 -1.12584 0.61522  0.392
O 1.01793 -2.49050 0.51003  -0.434
Ta 2.54316 0.40568 0.07381  1.017
C -0.92962 -1.14431 -0.58981  -0.532
F -1.75484 -2.15489 -0.28371  0.109
F -0.37971 -1.39806 -1.79437  0.073
C -1.77970 0.15321 -0.75516  -0.387
F -1.18151 0.98989 -1.61212  0.136
F -2.96467 -0.22695 -1.29520  0.131
C -2.15746 0.91537 0.53499  -0.555
F -1.13178 1.57288 1.05838  0.154
F -2.67411 0.06300 1.42651  0.172
F -3.11255 1.81591 0.20625  0.149
H 2.48039 1.21856 1.74245  -0.201
H 1.35544 1.73130 -0.45867  -0.192
H 2.57664 -0.23444 -1.66310  -0.198
H 3.68960 -0.86323 0.77746  -0.200
H 3.88069 1.56138 -0.42950  -0.206


17.
C3H5FN2 in the gas phase at a distorted geometry, computed with wB97M-V/def2-TZVPD.

Values from the calculation:
LUMO energy (spin up / spin down) = -0.5 / -0.2 eV
Spin multiplicity = 1
Orbital gap (spin up / spin down) = 8.9 / 10.0 eV

Last column: Löwdin charge in e.
CARTESIAN COORDINATES (ANGSTROEM)
C 0.09877 -1.67058 0.00951  -0.301
C 0.14806 -0.14654 -0.35577  -0.151
C -1.07839 0.54568 0.25554  -0.247
N -0.76993 -2.52547 -0.12896  0.166
N -2.24096 0.12742 -0.48721  0.063
F -3.39920 0.56770 0.10125  -0.074
H 1.02119 -2.20108 0.34941  0.111
H 1.04513 0.23920 0.01590  0.083
H 0.15679 -0.12863 -1.38853  0.082
H -1.20604 0.29577 1.29769  0.110
H -0.94478 1.71745 0.13473  0.160


18.
C3H5FN2 in the gas phase at a distorted geometry, computed with wB97M-V/def2-TZVPD.

Values from the calculation:
LUMO energy = 0.8 eV
Spin multiplicity = 1
Structure (SMILES) = F[C@H]1C=NNC1
Orbital gap = 9.9 eV

Last column: Löwdin charge in e.
CARTESIAN COORDINATES (ANGSTROEM)
C -0.38337 0.83666 -0.34280  -0.225
C 1.08098 0.48848 -0.03807  -0.239
C -1.07492 -0.07035 0.74403  -0.081
H -0.38185 1.92628 -0.20708  0.132
H 1.45531 1.13567 0.76555  0.126
H 1.51215 0.59487 -1.02239  0.123
H 1.91885 -1.16454 0.93130  0.191
H -2.17300 -0.16154 1.07494  0.119
N 0.95449 -0.80390 0.43840  -0.127
N -0.22786 -1.00523 1.21387  0.049
F -0.57267 0.31160 -1.69857  -0.068


19.
C3H5FN2 in the gas phase at a distorted geometry, computed with wB97M-V/def2-TZVPD.

Values from the calculation:
LUMO energy = 0.3 eV
Spin multiplicity = 1
Structure (SMILES) = C=C(F)/C=N/N
Orbital gap = 8.6 eV

Last column: Löwdin charge in e.
CARTESIAN COORDINATES (ANGSTROEM)
C 0.32012 0.31022 0.19905  -0.089
C -1.14469 0.09990 0.05543  -0.456
C -2.13341 0.95423 -0.07248  0.040
H 2.63300 1.27788 0.04576  0.113
H 3.67646 -0.29079 -0.01098  0.174
H 0.43554 1.34222 0.67433  0.109
H -2.05132 2.05698 -0.40672  0.101
H -3.05180 0.16993 -0.15631  0.131
N 2.63206 0.20837 -0.17630  -0.096
N 1.47003 -0.47625 0.03125  -0.061
F -1.40096 -1.20746 -0.02475  0.034


20.
C3H5FN2O2 in the gas phase at a distorted geometry, computed with wB97M-V/def2-TZVPD.

Values from the calculation:
LUMO energy = 0.7 eV
Spin multiplicity = 1
Structure (SMILES) = NN(C=O)C(=O)CF
Orbital gap = 10.8 eV

Last column: Löwdin charge in e.
CARTESIAN COORDINATES (ANGSTROEM)
C 1.85942 0.54847 -0.29717  -0.255
C -0.54796 0.87055 0.00684  -0.379
C -1.88339 0.09614 0.19442  -0.129
H 0.42164 -1.84320 -0.58944  0.101
H 1.33682 -1.58486 0.71822  0.084
H 1.83054 1.62149 -0.42740  0.135
H -1.69746 -0.27432 1.21665  0.125
H -2.70328 0.80716 0.16367  0.125
N 0.47028 -1.34107 0.28394  0.107
N 0.57235 0.03438 -0.04136  -0.069
O 2.83433 -0.12962 -0.31724  0.081
O -0.51556 2.07280 -0.16047  0.086
F -1.97773 -0.87793 -0.75067  -0.011